# 1
C5H7NO | wB97M-V/def2-TZVPD

Last column: natural (NBO) charge in e.
Cartesian coordinates (Å):
C -2.02131 -1.00391 0.21764  -0.200
N -1.61705 0.26967 -0.02894  -0.564
C -0.32092 -0.04911 -0.21534  0.099
C 0.82840 0.00686 0.79546  0.026
C 1.84324 -0.14808 -0.36066  -0.409
C 0.78105 0.87420 -0.78535  0.022
O 0.87289 1.47498 0.57391  -0.524
H -2.62010 -1.20093 1.10809  0.166
H -2.03644 -1.76428 -0.55608  0.187
H -2.11024 1.15498 0.12804  0.385
H 0.88995 -0.37575 1.81902  0.199
H 1.90960 -1.09729 -0.90770  0.206
H 2.82301 0.29240 -0.15528  0.213
H 0.77791 1.56627 -1.63282  0.197

Results
* HOMO energy (spin up / spin down): -7.9 / -7.9 eV
* LUMO (spin up / spin down): 0.6 / 0.6 eV
* ΔE to the lowest compared entry with this formula, charge and spin: 156.6 kcal per mole

=====

# 2
C5H10N3O5P | wB97M-V/def2-TZVPD

Last column: natural (NBO) charge in e.
Cartesian coordinates (Å):
C -1.83623 -1.63399 -3.17523  0.775
C -0.02474 1.93844 0.10330  0.786
C -0.60159 -0.96302 -2.42881  -0.519
C -0.96831 0.10048 -1.40430  -0.400
C 0.25624 0.60898 -0.62008  -0.150
N 2.59852 0.99814 2.91897  -1.305
N -0.46395 -0.08770 2.87692  -1.170
N 0.66180 -0.30176 0.40664  -0.981
O -1.55007 -2.14612 -4.27285  -0.811
O 0.19514 1.89579 1.35616  -0.749
O -2.93234 -1.61276 -2.60210  -0.788
O -0.41641 2.92239 -0.51127  -0.701
O 1.59667 -1.37188 2.37564  -1.037
P 0.98158 0.13111 1.98555  2.083
H 0.05787 -0.54892 -3.20069  0.189
H -0.06641 -1.78222 -1.93634  0.181
H -1.43131 0.95449 -1.90294  0.213
H -1.69320 -0.31823 -0.70362  0.219
H 1.07147 0.80148 -1.34040  0.180
H 2.46493 1.99940 2.76606  0.311
H -0.23272 0.07615 3.85278  0.374
H -1.14875 0.59913 2.57967  0.385
H 1.05645 -1.18000 0.11505  0.410
H 2.42536 -1.07936 2.76187  0.505

Results
* HOMO energy: -1.4 eV
* charge: -2
* LUMO: 5.9 eV
* ΔE to the lowest compared entry with this formula, charge and spin: 6.3 kcal per mole

=====

# 3
C16H38Cl5N2O8 | wB97M-V/def2-TZVPD

Last column: natural (NBO) charge in e.
Cartesian coordinates (Å):
Cl 9.36041 37.97822 10.75903  2.544
O 10.45228 38.30107 11.66641  -0.883
O 9.67404 36.80235 9.99159  -0.887
O 8.19287 37.73204 11.59218  -0.890
O 9.18580 39.09489 9.87033  -0.875
Cl 6.95746 33.70694 14.10912  -0.055
C 6.77722 34.30575 12.47280  -0.412
C 5.97557 35.59260 12.43901  -0.374
Cl 4.26207 35.28204 12.84939  -0.103
H 6.38303 33.60982 11.73478  0.221
H 7.80005 34.52303 12.16128  0.240
H 5.99441 36.10576 11.48038  0.245
H 6.32104 36.34234 13.14646  0.235
Cl 10.26553 42.34194 14.42254  -0.082
C 8.90285 42.14601 13.28305  -0.378
C 8.19053 40.83131 13.36808  -0.390
Cl 7.18928 40.67888 14.84686  -0.086
H 9.28482 42.21892 12.26384  0.229
H 8.28724 43.02215 13.47559  0.212
H 8.94561 40.04844 13.41956  0.255
H 7.62021 40.71804 12.44909  0.238
C 10.92768 38.25799 7.08857  -0.268
O 11.38788 38.26878 5.74865  -0.541
C 11.15365 37.03762 5.12777  -0.065
C 9.70012 36.56268 4.93850  -0.255
N 9.02817 37.53514 4.06079  -0.632
C 7.67574 37.09529 3.69213  -0.238
C 7.57197 35.84965 2.83370  -0.079
O 7.62914 34.67428 3.59394  -0.537
C 7.36645 33.54123 2.80689  -0.250
H 9.86111 38.50360 7.13889  0.173
H 11.39412 39.05629 7.66357  0.201
H 11.08407 37.30122 7.59124  0.181
H 11.71592 36.25374 5.65482  0.156
H 11.54798 37.12197 4.11333  0.183
H 9.16739 36.53791 5.89608  0.177
H 9.70318 35.60150 4.43409  0.209
H 8.96161 38.41244 4.56433  0.360
H 7.23994 37.92533 3.12190  0.194
H 6.98573 37.06907 4.54920  0.178
H 8.27134 35.81419 1.98644  0.171
H 6.61375 35.99512 2.30536  0.162
H 7.34422 32.62574 3.39813  0.196
H 8.12431 33.42143 2.02819  0.164
H 6.37080 33.57066 2.34976  0.162
C 10.63480 33.83907 9.15445  -0.245
O 9.56049 33.64455 8.26278  -0.561
C 8.74880 34.81326 8.20180  -0.061
C 7.68644 34.60062 7.12899  -0.250
N 6.66237 33.68605 7.67008  -0.630
C 5.66336 33.40515 6.62288  -0.235
C 4.82220 32.20750 7.06035  -0.072
O 5.63289 31.05560 6.86848  -0.546
C 4.93522 29.87289 7.21645  -0.248
H 10.28384 34.21751 10.12139  0.183
H 11.40494 34.51737 8.77689  0.167
H 11.07937 32.86245 9.35772  0.172
H 9.31983 35.71208 7.94870  0.181
H 8.27521 34.97645 9.17254  0.187
H 8.12132 34.12301 6.24787  0.186
H 7.26133 35.59000 6.95411  0.190
H 7.12553 32.81949 7.92314  0.363
H 6.18955 33.11558 5.70557  0.173
H 5.08672 34.31326 6.45202  0.192
H 3.91929 32.11167 6.44670  0.157
H 4.51411 32.33650 8.10221  0.176
H 5.53982 29.05293 6.82959  0.187
H 3.91359 29.80929 6.83633  0.164
H 4.92992 29.78426 8.30853  0.169

Results
* HOMO energy: -6.6 eV
* charge: -1
* LUMO: 2.3 eV
* ΔE to the lowest compared entry with this formula, charge and spin: 0.0 kcal per mole

=====

# 4
CHF4NO4S3Tl | wB97M-V/def2-TZVPD

Last column: Löwdin charge in e.
Cartesian coordinates (Å):
O 2.46515 -1.51206 1.66586  -0.049
S 1.91850 -1.32448 0.38508  0.599
O 1.14461 -2.34576 -0.15686  0.004
F 2.91971 -0.75183 -0.55453  0.027
N 0.84430 0.04236 0.70327  -0.548
S 1.71690 1.31105 1.32360  1.495
S -0.28053 0.49338 -0.54811  0.632
O -0.12368 -0.26340 -1.72049  -0.162
O -0.20319 1.88674 -0.77474  -0.166
C -1.99426 0.10545 0.20911  -0.679
F -2.50211 -1.04619 -0.46376  -0.029
F -2.75796 1.21719 0.21739  0.081
F -1.84729 -0.29840 1.41734  0.256
H 1.93865 2.10995 0.21749  0.068
Tl -3.23879 0.37602 -1.92067  1.470

Results
* HOMO energy: -23.2 eV
* charge: +3
* LUMO: -20.1 eV

=====

# 5
CH5N3O | wB97M-V/def2-TZVPD

Last column: natural (NBO) charge in e.
Cartesian coordinates (Å):
C -0.07395 0.66721 -0.00284  0.182
H -2.71208 -0.98904 0.16858  0.358
H -2.45607 0.52926 0.67921  0.333
H -0.41392 1.69194 0.04480  0.161
H 1.84787 1.16440 0.48287  0.365
H 1.11498 -1.40803 -0.46124  0.488
N -2.17466 -0.12643 -0.08082  -0.651
N -0.80472 -0.37192 -0.02408  -0.339
N 1.31130 0.59649 -0.18795  -0.319
O 1.84243 -0.70985 0.14410  -0.578

Results
* HOMO energy: -8.5 eV
* LUMO: 1.1 eV
* ΔE to the lowest compared entry with this formula, charge and spin: 79.0 kcal per mole

=====

# 6
C14H21N7O2RuS | wB97M-V/def2-TZVPD

Last column: Mulliken spin population.
Cartesian coordinates (Å):
Ru 0.22382 0.24119 0.49278  1.052
C -3.57178 -1.80801 -0.87772  -0.001
C -2.44868 -0.82591 -0.77362  0.027
N -2.04948 -0.34921 0.39948  -0.023
N -2.73338 -0.66331 1.48588  -0.012
C -2.25658 -0.38491 2.66038  0.010
N -2.98838 -0.63621 3.75688  -0.005
S -0.67158 0.28549 2.92718  -0.052
C -1.72588 -0.37551 -1.91652  -0.016
C -2.09738 -0.68481 -3.24112  0.002
C -1.33498 -0.22581 -4.28642  -0.002
C -0.18558 0.52529 -4.01752  0.002
C 0.12312 0.80389 -2.70322  -0.003
N -0.61898 0.38839 -1.67732  0.045
H -3.73008 -2.28571 0.08488  -0.001
H -3.35908 -2.56871 -1.62312  0.000
H -4.49698 -1.30461 -1.15622  0.001
H -3.93088 -0.97551 3.67358  0.001
H -2.60898 -0.42561 4.66398  0.001
H -2.98428 -1.26581 -3.42192  0.000
H -1.61478 -0.44571 -5.30302  0.000
H 0.44152 0.88649 -4.81612  0.000
H 1.00612 1.38089 -2.45242  -0.001
N 4.01502 -1.47501 -1.00052  0.003
C 2.75542 -1.08081 -0.78172  -0.015
O 2.45272 0.10509 -0.69512  0.030
C 1.70702 -2.16211 -0.62932  0.021
C 0.82682 -1.83871 0.56938  -0.104
H 4.74462 -0.78711 -1.10492  -0.001
H 4.26192 -2.44771 -1.07392  0.000
H 2.16712 -3.15071 -0.52572  -0.004
H 1.10332 -2.16791 -1.54402  -0.001
H 1.38882 -1.94961 1.50698  0.000
H -0.06068 -2.48291 0.59048  0.005
O -0.74178 2.73519 0.15638  0.007
H -1.68598 2.59649 0.02898  -0.002
H -0.36858 2.99699 -0.69352  -0.001
N 1.29542 2.81889 2.13708  -0.001
C 2.16112 3.28859 3.04858  0.005
C 3.18712 2.37209 3.13398  0.000
C 2.84742 1.36389 2.23038  0.006
N 1.70342 1.65479 1.63118  0.027
H 0.42002 3.21879 1.82268  -0.002
H 2.00062 4.21759 3.55768  0.000
H 4.04962 2.42329 3.76318  0.000
H 3.38252 0.46449 1.99318  0.000

Results
* HOMO energy (spin up / spin down): -10.6 / -10.6 eV
* charge: +1
* LUMO (spin up / spin down): -3.6 / -3.6 eV
* spin multiplicity: 2
* ΔE to the lowest compared entry with this formula, charge and spin: 54.4 kcal per mole

=====

no.,E (eV)
1,-8829.4118
2,-29345.8001
3,-99173.5433
4,-58756.5268
5,-7632.2138
6,-42795.7172